Entry 1:
Density functional theory data (ωB97M-V/def2-TZVPD) for an isolated molecule of C10H7N3O3S at a distorted geometry.

Structure (XYZ):
```
24
Properties=species:S:1:pos:R:3:forces:R:3
C 0.032 0.101 -3.415 0.178 -0.848 -0.048
C 0.186 0.512 -2.000 -0.667 0.053 1.621
C -0.873 0.844 -1.127 0.957 -0.428 -0.309
C -0.755 1.120 0.231 1.320 -0.083 -1.665
C 0.511 1.182 0.743 1.944 -1.660 -0.082
S 0.862 1.237 2.518 -2.152 3.262 0.273
O 2.240 1.477 2.760 0.477 -1.508 -0.213
O -0.008 2.204 3.189 0.353 -2.431 -1.243
O 0.518 -0.368 2.974 -0.387 -1.313 -1.319
N -0.805 -0.851 2.701 -1.104 1.195 0.780
C -1.076 -1.841 1.895 4.147 3.479 1.429
C -0.045 -2.379 1.091 1.952 -3.063 -2.668
N 0.659 -2.983 0.373 -1.531 1.807 1.843
C -2.418 -2.070 1.659 -6.165 -2.404 -0.774
N -3.537 -2.414 1.469 4.079 1.474 0.606
C 1.589 0.801 -0.098 1.212 -0.025 1.598
C 1.444 0.425 -1.435 -1.350 1.911 2.143
H 0.968 0.416 -3.933 -1.068 -0.333 -0.178
H -0.045 -1.010 -3.395 0.374 0.560 -0.272
H -0.909 0.408 -3.868 0.276 0.474 -0.197
H -1.819 0.797 -1.553 -1.795 0.122 -0.554
H -1.561 1.276 0.847 -2.017 0.452 1.125
H 2.578 0.771 0.432 -0.864 0.045 -0.942
H 2.262 0.346 -2.058 1.831 -0.741 -0.954
```
Positions in Å, forces in eV/Å.

Output
Energy (eV): -31926.0788
Relative energy (zero: lowest compared OMol25 entry of this formula, charge and spin) (eV): 5.494
LUMO level (eV): -2.126
Highest occupied orbital energy (eV): -10.163
SMILES: Cc1ccc(S(=O)(=O)ON=C(C#N)C#N)cc1

What are the Löwdin partial charges on each atom? They are as follows, in elementary charge units:
1 C -0.039
2 C -0.267
3 C -0.007
4 C -0.063
5 C -0.267
6 S 0.725
7 O -0.243
8 O -0.272
9 O -0.218
10 N 0.128
11 C -0.292
12 C -0.129
13 N 0.221
14 C -0.133
15 N 0.218
16 C -0.031
17 C -0.027
18 H 0.099
19 H 0.105
20 H 0.082
21 H 0.094
22 H 0.096
23 H 0.129
24 H 0.094

Entry 2:
Density functional theory data (ωB97M-V/def2-TZVPD) for a structure of composition C10H7N3O4S7Ti at a distorted geometry.

Structure (XYZ):
```
32
Properties=species:S:1:pos:R:3:forces:R:3
Ti -0.010 0.100 -0.280 -0.720 -0.870 0.975
O 0.480 0.095 1.528 0.240 -0.074 -0.344
C 1.316 -0.352 2.419 -0.040 0.015 0.096
C 1.028 -0.151 3.781 -0.029 0.020 0.042
C 1.886 -0.618 4.750 0.024 -0.033 -0.019
C 3.058 -1.299 4.402 -0.004 0.027 -0.009
C 3.354 -1.487 3.067 0.012 0.008 0.017
C 2.504 -1.014 2.063 0.015 -0.007 -0.043
C 2.828 -1.160 0.650 -0.066 -0.043 0.050
N 2.036 -0.926 -0.381 0.183 0.197 -0.090
C 2.768 -1.182 -1.518 0.004 -0.070 0.013
C 4.015 -1.587 -1.174 -0.008 -0.002 -0.007
N 4.043 -1.568 0.204 0.002 -0.043 0.000
H 0.121 0.391 4.013 0.022 0.029 -0.017
H 1.649 -0.455 5.795 0.001 0.004 0.000
H 3.728 -1.672 5.166 -0.003 -0.011 0.002
H 4.260 -2.024 2.805 -0.005 -0.014 -0.005
H 2.321 -1.079 -2.491 0.005 0.013 0.003
H 4.862 -1.888 -1.764 0.000 -0.003 0.000
H 4.823 -1.798 0.789 0.000 0.020 0.009
S -0.149 3.111 2.312 0.108 0.329 0.046
S -2.052 2.477 2.686 -0.056 -0.081 0.070
S -2.926 1.950 0.902 0.014 0.145 -0.001
S -2.318 0.025 0.463 0.032 -0.231 -0.188
S -0.380 -3.885 -2.662 -0.004 -0.034 -0.007
C -0.428 -2.470 -1.791 -0.019 0.046 -0.041
S -0.562 -2.351 -0.086 0.020 0.072 -0.121
S -0.356 -0.886 -2.513 0.157 0.036 -0.101
O 1.394 1.595 -0.812 -0.039 0.174 -0.283
N 0.473 2.395 -1.196 0.189 0.707 0.302
O 0.679 3.535 -1.513 -0.110 -0.617 -0.101
O -0.681 1.863 -1.160 0.076 0.291 -0.247
```
Positions in Å, forces in eV/Å.

Output
Energy (eV): -122109.6064
Relative energy (zero: lowest compared OMol25 entry of this formula, charge and spin) (eV): 0.847
LUMO level (eV): 4.272
Highest occupied orbital energy (eV): -0.376
Charge: -2

What are the Löwdin partial charges on each atom? They are as follows, in elementary charge units:
1 Ti 0.488
2 O -0.294
3 C -0.317
4 C 0.004
5 C -0.094
6 C -0.125
7 C -0.063
8 C -0.075
9 C -0.246
10 N -0.006
11 C -0.131
12 C -0.084
13 N 0.102
14 H 0.099
15 H 0.094
16 H 0.082
17 H 0.091
18 H 0.072
19 H 0.097
20 H 0.134
21 S -0.245
22 S -0.298
23 S -0.128
24 S 0.030
25 S 0.356
26 C -1.794
27 S 0.491
28 S 0.480
29 O -0.097
30 N -0.518
31 O 0.103
32 O -0.208

Entry 3:
Density functional theory data (ωB97M-V/def2-TZVPD) for an isolated molecule of C10H7N3OS at a distorted geometry.

Structure (XYZ):
```
22
Properties=species:S:1:pos:R:3:forces:R:3
C -2.392 -0.760 -0.171 0.858 -0.573 1.311
C -1.261 0.176 0.366 -0.493 -1.993 1.571
C -1.530 0.506 1.860 -0.137 2.970 -1.513
O -0.011 -0.642 0.454 -0.202 0.415 -0.867
C 0.946 0.027 -0.146 1.386 0.897 -0.541
C 2.265 -0.753 -0.324 1.812 2.088 -1.160
C 2.304 -1.321 -1.665 -0.353 0.358 1.385
N 2.435 -1.928 -2.608 0.129 -0.961 -2.149
C 2.518 -1.827 0.597 -1.173 -1.814 2.947
N 2.420 -2.623 1.442 0.655 1.362 -1.694
C 0.680 1.280 -0.665 -3.110 -2.514 1.279
C 1.549 2.160 -1.344 0.077 -0.183 -0.196
N 2.307 2.806 -1.922 -0.188 -0.016 0.198
C -0.911 1.348 -0.460 4.463 0.156 0.341
S -1.775 2.591 -0.826 -1.709 1.563 -0.715
H -3.145 -0.921 0.620 0.479 -0.040 -0.317
H -1.935 -1.725 -0.447 -0.263 0.359 0.156
H -2.913 -0.385 -1.007 -0.350 0.722 -1.054
H -1.616 -0.328 2.498 -0.452 -1.083 0.366
H -2.372 1.223 1.853 -0.288 -0.904 0.194
H -0.780 1.177 2.273 0.703 -0.251 -0.146
H 3.219 -0.080 -0.378 -1.846 -0.558 0.607
```
Positions in Å, forces in eV/Å.

Output
Energy (eV): -27833.2390
Relative energy (zero: lowest compared OMol25 entry of this formula, charge and spin) (eV): 0.000
LUMO level (eV): -1.073
Highest occupied orbital energy (eV): -9.549
SMILES: CC1(C)OC(C(C#N)C#N)=C(C#N)C1=S

What are the Löwdin partial charges on each atom? They are as follows, in elementary charge units:
1 C 0.025
2 C -0.473
3 C 0.003
4 O 0.040
5 C -0.205
6 C -0.191
7 C -0.194
8 N 0.205
9 C -0.167
10 N 0.206
11 C -0.118
12 C -0.197
13 N 0.179
14 C -0.702
15 S 0.852
16 H 0.095
17 H 0.102
18 H 0.062
19 H 0.082
20 H 0.098
21 H 0.093
22 H 0.205

Entry 4:
Density functional theory data (ωB97M-V/def2-TZVPD) for an isolated molecule of C10H7NO3 at a distorted geometry.

Structure (XYZ):
```
21
Properties=species:S:1:pos:R:3:forces:R:3
O -1.553 2.423 0.563 2.057 -1.032 -1.038
C -0.968 1.506 0.011 -2.610 0.279 0.346
O 0.213 1.532 -0.655 0.851 1.382 0.293
C 1.204 0.753 -0.162 1.248 -1.193 0.101
C 2.362 0.560 -0.910 0.796 1.196 -3.622
C 3.276 -0.396 -0.611 -0.112 -3.172 2.235
C 3.024 -1.181 0.559 0.633 0.489 1.167
C 1.931 -0.774 1.377 2.216 -1.212 -1.348
N 1.039 0.121 0.978 -0.749 0.504 0.605
C -1.668 0.244 -0.184 0.006 -2.894 -0.006
C -2.785 -0.169 0.465 -0.321 1.023 1.433
C -2.983 -1.555 0.153 -1.123 -1.934 -0.533
C -1.962 -1.930 -0.680 0.951 0.168 0.555
O -1.113 -0.885 -0.856 -0.275 1.396 -0.046
H 2.638 0.984 -1.936 -1.344 0.209 1.634
H 4.063 -0.771 -1.281 -0.271 0.895 0.211
H 3.750 -1.982 0.981 -1.405 1.470 -1.069
H 1.890 -1.290 2.337 -0.777 0.453 -0.063
H -3.193 0.544 1.260 -0.021 -1.476 -1.500
H -3.796 -2.333 0.357 1.135 1.767 0.190
H -1.583 -2.926 -1.079 -0.886 1.681 0.456
```
Positions in Å, forces in eV/Å.

Output
Energy (eV): -18113.9920
Relative energy (zero: lowest compared OMol25 entry of this formula, charge and spin) (eV): 1.047
LUMO level (eV): 0.244
Highest occupied orbital energy (eV): -9.105
SMILES: O=C(Oc1ccccn1)c1ccco1

What are the Löwdin partial charges on each atom? They are as follows, in elementary charge units:
1 O 0.147
2 C -0.404
3 O 0.122
4 C -0.327
5 C -0.017
6 C -0.087
7 C -0.060
8 C -0.126
9 N 0.148
10 C -0.165
11 C 0.002
12 C -0.064
13 C -0.105
14 O 0.010
15 H 0.145
16 H 0.114
17 H 0.124
18 H 0.105
19 H 0.157
20 H 0.128
21 H 0.152

Entry 5:
Density functional theory data (ωB97M-V/def2-TZVPD) for a structure of composition C10H8AuN2Se6.

Structure (XYZ):
```
27
Properties=species:S:1:pos:R:3:forces:R:3
Au -0.680 0.520 -0.715 -0.087 -0.018 0.021
Se 0.837 -1.672 1.689 -0.005 0.017 0.027
Se 2.310 0.049 1.178 0.014 0.011 0.030
C 2.470 -0.243 -0.715 0.027 -0.022 0.017
C 3.726 -0.535 -1.224 0.020 -0.007 -0.012
C 3.865 -0.724 -2.590 -0.071 0.005 -0.020
C 2.740 -0.642 -3.394 0.027 -0.001 0.042
C 1.523 -0.354 -2.802 0.012 0.001 -0.043
N 1.390 -0.142 -1.489 -0.003 0.030 0.009
C -0.658 -0.624 2.294 0.018 -0.064 0.027
C -1.108 -0.821 3.592 0.011 -0.019 0.004
C -2.211 -0.109 4.034 -0.019 0.044 -0.061
C -2.816 0.792 3.172 0.033 -0.039 0.032
C -2.303 0.930 1.896 -0.043 0.025 0.009
N -1.251 0.228 1.460 0.025 0.022 -0.062
H 4.571 -0.625 -0.557 -0.004 0.006 0.004
H 4.834 -0.948 -3.014 0.005 0.000 -0.006
H 2.794 -0.797 -4.462 0.004 -0.004 -0.010
H 0.618 -0.279 -3.390 -0.001 0.004 -0.007
H -0.591 -1.514 4.240 0.007 0.006 -0.005
H -2.582 -0.247 5.040 0.000 -0.002 0.007
H -3.670 1.379 3.473 -0.010 0.003 0.008
H -2.748 1.612 1.184 0.005 0.009 0.011
Se -2.830 -0.836 -1.380 -0.004 0.031 -0.027
Se -4.250 0.750 -2.043 -0.043 -0.078 0.072
Se -2.958 2.305 -3.284 0.107 0.068 -0.034
Se -1.021 2.547 -2.190 -0.025 -0.028 -0.032
```
Positions in Å, forces in eV/Å.

Output
Energy (eV): -409244.5087
LUMO level (alpha / beta) (eV): -3.564 / -5.504
Highest occupied orbital energy (alpha / beta) (eV): -11.503 / -11.582
Expectation value of S²: 2.01
Charge: +1
Multiplicity: 3

What are the Löwdin partial charges on each atom? They are as follows, in elementary charge units:
1 Au 0.312
2 Se 0.689
3 Se 0.691
4 C -0.676
5 C -0.088
6 C -0.030
7 C -0.031
8 C -0.128
9 N -0.086
10 C -0.671
11 C -0.086
12 C -0.028
13 C -0.029
14 C -0.133
15 N -0.103
16 H 0.107
17 H 0.122
18 H 0.117
19 H 0.105
20 H 0.107
21 H 0.123
22 H 0.118
23 H 0.103
24 Se 0.178
25 Se 0.052
26 Se 0.074
27 Se 0.188